Entry 1:
Below is the molecule C2H6N4OS, with properties calculated with ωB97M-V/def2-TZVPD.

```
14
C2H6N4OS, DFT ωB97M-V/def2-TZVPD
H -2.1323 -0.8839 0.7653
C -0.3601 -1.1973 1.5430
H 1.2571 -0.6543 -2.3235
S -0.4567 1.1752 0.4166
N 1.6251 1.6180 -1.3598
H 0.3812 -2.1059 1.8953
O -0.5044 -1.1822 -1.3208
N 0.1044 0.0820 1.5395
H -0.5304 -1.7842 -0.5851
C 0.6781 0.7703 -0.9645
N -1.4496 -1.6565 1.0730
N 0.8429 -0.6108 -1.3007
H 1.1629 0.1711 1.8173
H 1.4365 2.4431 -0.8033
```

Results
energy relative to the best compared isomer or geometry (same formula, charge and spin)	430.3	kJ/mol
HOMO-LUMO gap	10.156	eV
SMILES	[H]/N=C\NS/C(=N\[H])NO
LUMO level	0.44	eV

=====

Entry 2:
Below is a cluster of 2 separate species, C3H4N2 in total, with properties calculated with ωB97M-V/def2-TZVPD.

```
9
C3H4N2, DFT ωB97M-V/def2-TZVPD
C 0.5380 0.1674 -0.5190
N -3.2889 -0.1430 0.3401
H 2.7411 0.2431 -0.4781
C 1.8306 -0.2342 -0.0604
C -0.5255 0.6978 -0.5821
H 1.8045 -1.3982 -0.3600
N -3.3766 -0.4425 1.3898
H 1.7498 -0.0555 1.0355
H -1.4730 1.1651 -0.7658
```

Results
energy relative to the best compared isomer or geometry (same formula, charge and spin)	142.9	kJ/mol
HOMO-LUMO gap	10.976	eV
SMILES	C#CC.N#N
LUMO level	1.08	eV

=====

Entry 3:
Below is the molecule C10H10Cl2N2, with properties calculated with ωB97M-V/def2-TZVPD.

```
24
C10H10Cl2N2, DFT ωB97M-V/def2-TZVPD
H 4.3337 -1.9661 -0.2910
C 3.2657 -2.2163 -0.2706
H 2.9286 -0.5950 0.9854
C 2.4984 -1.3638 0.4421
N -1.3241 0.1888 -1.8167
H -1.8245 -0.1825 1.4664
H 0.4787 1.8732 0.9854
H -0.3549 1.7139 -2.0338
C 0.1946 -0.4486 0.7847
Cl 0.4138 -4.6212 -1.8594
C -1.1318 0.1700 0.7056
C 1.2356 -3.3645 -1.0859
C 1.0551 -1.3402 0.2159
C -1.8930 0.5036 -0.5840
C 0.4678 -2.3573 -0.5636
H -2.8532 -0.0118 -0.5809
C 0.0255 0.8649 1.4185
Cl 3.7090 -4.4674 -1.8241
H -0.4381 -2.1751 -0.9785
C 2.6812 -3.2943 -0.9505
N -0.2931 0.8377 -2.3821
H -2.1696 1.5390 -0.5299
H -1.4544 -0.7658 -2.1490
H -0.0608 1.0216 2.4976
```

Results
HOMO-LUMO gap (spin up / spin down)	7.977 / 6.774	eV
LUMO level (spin up / spin down)	0.74 / -0.90	eV

=====

Entry 4:
Below is a structure of composition C39H70F3N10O9SV, with properties calculated with ωB97M-V/def2-TZVPD.

```
133
C39H70F3N10O9SV, DFT ωB97M-V/def2-TZVPD
H 13.2067 -12.3319 22.7029
C 12.1103 -0.3414 28.1181
N 15.3296 -2.0183 25.1772
F 13.6552 -5.6454 25.0376
H 9.9455 -4.0386 28.6208
H 6.7871 -10.3534 27.5584
C 8.9887 -8.1165 26.6220
H 13.0516 -12.4270 26.4063
C 17.3129 -5.6569 29.6978
H 13.2117 -14.6929 25.1539
O 10.2355 -4.0865 26.0857
C 14.3218 -2.3747 22.1550
F 12.2676 -4.5954 23.7597
H 11.7286 -4.4053 20.6856
C 15.6788 -3.0666 26.0038
C 16.2416 -6.6377 27.7252
H 16.3291 -6.7638 26.6460
H 16.2151 -3.1667 28.1090
C 7.4468 -9.4997 27.5103
H 13.7919 -9.6717 25.0291
N 9.9196 -4.8540 19.5967
H 14.8716 -0.0244 25.4272
H 8.1742 -5.9379 19.0633
H 8.5958 -10.0633 25.7871
H 19.7815 -6.7137 28.2842
C 7.3837 -8.2724 28.2217
H 14.3395 -5.6409 27.5108
H 12.6891 -0.9155 27.3946
C 8.3461 -7.4046 27.6515
C 9.5410 -6.8142 20.6682
H 13.0836 -10.4086 27.2926
H 14.2821 -7.3924 27.6667
V 10.2745 -2.0450 26.2526
O 11.8753 -5.2863 27.5811
O 8.3534 -2.2982 27.0179
H 10.2106 0.1454 29.9680
H 18.6520 -4.0095 29.8664
C 9.8614 -0.0813 28.9606
H 11.3434 -6.8944 21.8343
H 19.9809 -6.3701 26.7089
H 13.4391 -0.9142 29.7881
H 11.6186 -14.1454 25.3050
H 8.8941 -0.5692 29.0807
H 18.7778 -4.4261 27.7220
C 12.9535 -0.0272 29.3811
C 8.0887 -3.1502 22.9211
H 15.0466 -2.1311 24.2143
H 18.5797 -7.4303 27.0870
C 8.1183 -4.9444 24.2404
C 9.8026 -3.2275 29.3348
C 12.3619 -9.8846 26.6658
H 12.7331 -10.7534 21.1433
H 8.4959 -2.4662 22.1912
N 12.5497 -11.3412 24.5528
C 18.2784 -5.3552 27.4474
C 19.1610 -6.5632 27.4007
O 12.1058 -3.1021 26.5028
H 9.7630 -4.0603 18.9920
H 6.2952 -4.5499 25.2909
H 11.3469 -10.2517 26.8179
C 10.9675 -2.1691 29.2208
H 17.8870 -5.1774 26.4458
H 17.5083 -2.9420 22.0434
H 11.9303 -2.6726 29.1340
C 12.2183 -10.6130 22.0937
H 16.5182 -6.1209 30.2820
N 15.3927 -3.2792 22.0476
C 13.0731 -12.4728 25.3175
H 10.4529 2.0424 28.3995
H 18.1146 -6.3953 29.7018
N 11.4678 -0.7730 24.1916
H 17.0070 -3.7116 30.3751
N 8.4022 -9.3725 26.4981
H 15.6556 -4.0749 25.6173
O 8.4746 -0.9564 25.7236
C 7.0199 -2.9832 23.7310
C 12.7689 -10.0160 25.1808
H 12.2315 -9.2630 24.6044
H 12.5456 -13.9494 23.7693
O 11.3994 -0.4020 25.3557
C 15.9103 -2.5599 27.2692
H 11.9136 0.5259 27.4879
H 12.3815 -8.8262 26.9257
H 11.2726 -11.1373 21.9566
H 10.0061 -3.6585 30.3150
H 14.6705 -6.3592 29.1143
C 12.3625 -5.3766 24.8532
O 6.6695 -0.9875 26.9950
C 6.9836 -4.1925 24.5394
H 15.3783 -4.2567 21.7939
C 16.5360 -2.5221 22.2547
H 16.6582 -7.5496 28.1529
C 15.5430 -1.1958 27.2460
C 16.1320 -1.2045 22.3903
H 10.9993 -1.7152 30.2113
H 12.4281 0.4942 30.1812
H 8.7273 1.7860 28.5566
H 9.5778 1.1636 27.2001
C 9.0099 -5.9020 19.7464
H 14.2359 -0.2088 22.6488
H 11.9879 -9.5797 22.3533
C 14.7779 -1.1110 22.4064
N 8.7896 -4.3352 23.2330
H 18.0902 -4.6364 31.4306
F 11.7296 -6.5296 24.6829
O 11.0113 -1.8532 24.1817
S 11.6311 -4.4836 26.3700
O 11.7337 -0.1215 23.2000
C 10.7219 -6.3428 21.1444
C 9.6630 1.3013 28.2780
C 17.8071 -4.4516 30.3944
C 10.9314 -5.1093 20.4980
H 6.7189 -7.9567 29.0121
H 8.3963 -5.8984 24.6636
N 16.9812 -5.4939 28.2456
H 6.3453 -2.1398 23.7389
N 7.7174 -1.3957 26.5368
H 13.7588 0.6594 29.1199
H 14.1358 -10.9402 23.0238
H 15.6232 -0.4946 28.0635
H 8.5821 -6.3938 27.9498
C 14.7719 -6.4918 28.0372
H 9.6353 -4.6592 22.7858
N 10.7862 -1.0858 28.2411
H 14.1523 -12.5633 25.1943
C 13.1304 -11.3414 23.1514
C 15.2147 -0.9067 25.9469
H 16.7622 -0.3276 22.3747
C 12.5707 -13.8633 24.8556
H 13.2920 -2.6918 22.0816
H 8.8057 -2.7933 29.4106
H 9.7606 -7.7625 25.9546
H 9.1113 -7.7949 20.8094
```

Results
HOMO-LUMO gap (spin up / spin down)	4.991 / 7.193	eV
multiplicity	4
total charge	-1
LUMO level (spin up / spin down)	2.06 / 2.06	eV

=====

Entry 5:
Below is the molecule C2H2N4O2, with properties calculated with ωB97M-V/def2-TZVPD.

```
10
C2H2N4O2, DFT ωB97M-V/def2-TZVPD
O -2.5570 -0.7071 -0.2851
C -1.4834 -0.2888 0.0664
N 0.7913 1.3985 -0.1008
H 2.6633 0.0687 -0.7186
H -0.3105 -1.8086 0.1530
N 2.0586 -0.7486 -0.0750
C 0.8687 -0.1785 0.0329
O -1.4675 1.2200 0.1075
N -0.2376 -0.8939 0.6103
N -0.3258 1.9383 0.2094
```

Results
energy relative to the best compared isomer or geometry (same formula, charge and spin)	506.8	kJ/mol
HOMO-LUMO gap	10.008	eV
SMILES	[H]/N=c1\nnoc(=O)[nH]1
LUMO level	-0.91	eV

=====

The DFT total energy results, record by record, are as follows: -21010.8464; -6154.4197; -38551.8528; -119573.5924; -12157.4951 eV.
The F_max results, record by record, are as follows: 4.097; 3.148; 4.159; 9.598; 5.603 eV/A.